(1)
{
  "formula": "C9H9ClNO13P2Se3TeTi",
  "method": "ωB97M-V/def2-TZVPD",
  "species": ["Ti", "O", "C", "O", "C", "C", "C", "C", "C", "N", "C", "O", "O", "H", "H", "H", "H", "H", "Se", "Se", "Te", "Se", "O", "P", "O", "O", "O", "P", "O", "O", "O", "H", "H", "Cl", "C", "C", "O", "O", "H", "H"],
  "positions_angstrom": [[0.587, 0.199, 0.622], [-3.830, -0.211, -1.141], [-2.504, -0.136, -0.846], [-2.066, 0.831, -0.204], [-1.676, -1.169, -1.322], [-2.114, -2.176, -2.217], [-1.227, -3.080, -2.714], [0.128, -3.006, -2.316], [0.486, -2.030, -1.407], [-0.355, -1.119, -0.903], [1.816, -1.901, -0.809], [2.823, -2.691, -1.166], [1.963, -1.238, 0.232], [-4.214, 0.619, -0.830], [-3.157, -2.177, -2.500], [-1.549, -3.848, -3.406], [0.855, -3.719, -2.680], [2.653, -3.032, -2.054], [2.477, 0.402, -1.990], [3.271, 0.964, -4.033], [-0.456, 2.621, -3.381], [0.565, 1.585, -1.331], [-2.499, 2.062, 2.159], [-0.999, 1.983, 2.653], [-0.598, 3.111, 3.486], [-0.159, 1.666, 1.387], [-0.941, 0.594, 3.524], [-1.100, -0.904, 2.952], [-2.541, -0.871, 2.231], [-1.078, -1.882, 4.044], [-0.115, -1.065, 1.780], [-2.550, 1.642, 1.262], [-3.199, -1.107, 2.895], [1.835, 4.294, 0.783], [3.262, 3.217, 0.818], [2.955, 1.961, 1.623], [3.423, 1.818, 2.732], [2.262, 1.062, 0.982], [4.062, 3.768, 1.296], [3.503, 2.964, -0.211]],
  "atomic_forces_ev_per_a": [[0.7, 0.1, -1.3], [-0.1, -0.2, -0.1], [0.1, 0.1, 0.0], [-0.3, 0.0, 0.5], [0.0, 0.0, 0.0], [0.0, 0.1, 0.1], [-0.1, -0.1, -0.1], [0.3, -0.1, 0.1], [-0.3, 0.1, -0.3], [0.1, -0.4, 0.4], [0.3, -0.1, 0.2], [0.1, -0.2, -0.2], [0.2, -0.8, -0.1], [0.1, 0.0, 0.0], [0.0, 0.0, 0.0], [0.0, 0.0, 0.0], [0.0, 0.0, 0.0], [0.0, 0.0, 0.0], [1.3, -0.3, -0.7], [-0.1, 0.1, -0.3], [-0.4, -0.4, 0.1], [0.4, 2.1, -2.0], [0.1, 0.0, -0.4], [-0.1, 0.2, 0.6], [0.0, -0.1, 0.1], [-0.9, 0.6, 1.7], [0.1, -0.1, -0.4], [-0.6, 0.0, 0.6], [0.1, -0.2, 0.0], [0.2, 0.0, 0.0], [-0.8, -0.2, 1.4], [-0.1, 0.0, 0.1], [0.0, 0.0, -0.1], [0.0, 0.1, 0.0], [-0.2, 0.0, -0.1], [0.2, -0.1, -0.1], [-0.1, 0.0, 0.1], [-0.2, -0.3, 0.6], [0.1, 0.0, 0.0], [0.0, 0.0, -0.1]],
  "s_squared": 0.7683,
  "spin_multiplicity": 2,
  "gap_ev": [5.073, 5.303],
  "lumo_ha": [0.15218, 0.15239],
  "homo_energy_ev": [-0.9, -1.2],
  "charge": -2
}



(2)
{
  "formula": "C17H19N",
  "method": "ωB97M-V/def2-TZVPD",
  "species": ["C", "C", "C", "N", "C", "C", "C", "C", "C", "C", "H", "H", "H", "H", "H", "H", "H", "H", "H", "C", "C", "C", "C", "C", "C", "C", "C", "H", "H", "H", "H", "H", "H", "H", "H", "H", "H"],
  "positions_angstrom": [[-4.692, -1.920, 0.091], [-3.974, -0.613, 0.029], [-3.793, 0.138, -1.080], [-3.431, 1.412, -0.740], [-3.267, 1.467, 0.615], [-2.942, 2.548, 1.430], [-2.799, 2.315, 2.790], [-3.040, 1.058, 3.330], [-3.362, -0.003, 2.500], [-3.642, 0.224, 1.155], [-5.582, -1.919, -0.551], [-5.012, -2.191, 1.089], [-4.178, -2.750, -0.387], [-3.776, -0.194, -2.106], [-3.187, 2.085, -1.439], [-2.767, 3.528, 1.039], [-2.710, 3.213, 3.390], [-3.075, 0.887, 4.399], [-3.547, -0.995, 2.897], [4.087, -2.852, -2.025], [3.403, -1.512, -2.331], [3.631, -0.479, -1.250], [4.908, 0.095, -1.168], [5.117, 1.046, -0.187], [4.108, 1.567, 0.606], [2.825, 1.095, 0.413], [2.602, 0.097, -0.542], [4.100, -3.432, -2.945], [3.458, -3.419, -1.338], [4.991, -2.755, -1.425], [3.623, -1.079, -3.308], [2.339, -1.745, -2.385], [5.633, -0.025, -1.949], [6.134, 1.406, -0.057], [4.275, 2.344, 1.324], [1.966, 1.520, 0.904], [1.579, -0.162, -0.788]],
  "atomic_forces_ev_per_a": [[-0.3, -0.6, -1.0], [-0.7, -0.3, 0.6], [0.1, -0.4, -0.3], [0.4, -0.1, -0.5], [-0.5, 0.9, 0.3], [0.5, -0.6, 0.3], [-0.9, 0.9, -0.5], [-0.1, -0.7, 0.1], [-1.1, -0.2, 0.4], [1.3, -0.1, -0.7], [-0.2, 0.5, 0.4], [0.1, -0.1, 0.2], [0.7, -0.2, 0.4], [-0.4, 0.2, -0.1], [0.2, 0.3, 0.2], [0.1, 0.4, -0.3], [0.4, -0.3, 0.4], [0.4, 0.1, 0.0], [0.0, 0.1, 0.2], [-0.8, 0.1, 0.3], [-0.8, -0.1, 0.7], [0.6, 0.4, -1.6], [-1.2, 0.4, 0.9], [1.2, 0.4, 0.0], [-0.5, -0.5, 0.0], [-0.2, -0.3, -0.8], [-0.4, 0.1, 0.6], [0.8, -0.2, 0.1], [-0.3, 0.0, 0.0], [0.5, 0.0, -0.8], [0.5, -0.2, 0.0], [-0.2, 0.2, 0.0], [0.5, -0.7, 0.0], [-0.1, 0.3, -0.1], [0.3, 0.2, 0.2], [0.0, 0.1, 0.3], [0.0, -0.3, 0.2]],
  "spin_multiplicity": 1,
  "gap_ev": 8.456,
  "lumo_ha": 0.02609,
  "homo_energy_ev": -7.7,
  "smiles": "Cc1c[nH]c2ccccc12.CCc1ccccc1"
}



(3)
{
  "formula": "CCl4",
  "method": "ωB97M-V/def2-TZVPD",
  "species": ["C", "Cl", "Cl", "Cl", "Cl"],
  "positions_angstrom": [[-0.088, 0.016, -0.001], [-0.744, 0.853, -1.452], [1.438, -0.814, -0.513], [0.389, 1.258, 1.168], [-0.995, -1.313, 0.797]],
  "atomic_forces_ev_per_a": [[1.7, -0.2, 0.1], [-1.4, 1.1, -2.2], [1.3, -0.4, -0.6], [0.4, 1.3, 1.4], [-2.0, -1.7, 1.2]],
  "s_squared": 0.7526,
  "spin_multiplicity": 2,
  "gap_ev": [4.122, 9.596],
  "lumo_ha": [0.14446, 0.13165],
  "homo_energy_ev": [-0.2, -6.0],
  "charge": -1
}



(4)
{
  "formula": "CH3NO2S2",
  "method": "ωB97M-V/def2-TZVPD",
  "species": ["N", "S", "O", "O", "H", "C", "S", "H", "H"],
  "positions_angstrom": [[-1.348, 0.872, -0.178], [-1.893, 0.641, 1.247], [-1.221, 1.285, 2.329], [-2.949, -0.308, 1.519], [-1.778, 0.466, -1.008], [2.269, -0.756, -1.064], [2.818, -0.430, 0.404], [2.812, -0.674, -2.039], [1.289, -1.096, -1.209]],
  "atomic_forces_ev_per_a": [[-0.1, 0.5, 2.5], [0.2, -1.2, -2.5], [-0.3, 0.0, -0.7], [0.7, 1.0, -0.2], [-0.5, -0.3, 0.8], [1.4, 0.4, -0.6], [0.1, 0.0, -0.4], [0.0, 0.1, 1.1], [-1.5, -0.5, -0.1]],
  "spin_multiplicity": 1,
  "gap_ev": 8.394,
  "lumo_ha": -0.02112,
  "homo_energy_ev": -9.0,
  "smiles": "N=S(=O)=O.C=S"
}



> Which formula does entry 2 have?

C17H19N